Density functional theory data (ωB97M-V/def2-TZVPD) for a molecular structure, C28H47NO3PSiV.

Geometry (Å):
1 V 0.965 -0.450 0.723
2 C 1.191 -1.331 4.092
3 O 1.506 -0.268 3.190
4 C 0.744 0.903 3.481
5 C 1.317 2.045 2.692
6 O 1.500 1.635 1.327
7 C 2.828 1.899 0.822
8 C 3.785 0.891 1.373
9 O 3.338 -0.409 0.981
10 C 4.217 -1.401 1.505
11 H 1.272 -0.991 5.125
12 H 0.180 -1.709 3.914
13 H 1.909 -2.127 3.921
14 H -0.302 0.727 3.231
15 H 0.797 1.149 4.546
16 H 0.636 2.897 2.717
17 H 2.274 2.361 3.105
18 H 2.755 1.807 -0.256
19 H 3.128 2.916 1.075
20 H 4.786 1.079 0.976
21 H 3.834 0.926 2.465
22 H 5.229 -1.234 1.133
23 H 4.222 -1.366 2.598
24 H 3.876 -2.373 1.173
25 C 1.114 -0.046 -1.390
26 Si -0.495 0.598 -1.930
27 C -1.679 -0.324 -0.753
28 N -1.309 -0.150 0.698
29 C -1.796 1.217 1.131
30 C -2.742 1.200 2.322
31 C -3.939 0.296 2.040
32 C -3.475 -1.105 1.589
33 C -1.959 -1.202 1.528
34 C -0.676 2.450 -1.749
35 C 0.444 3.271 -1.593
36 C 0.323 4.655 -1.489
37 C -0.930 5.246 -1.553
38 C -2.059 4.455 -1.731
39 C -1.927 3.076 -1.830
40 C -1.048 0.135 -3.653
41 C -1.334 1.085 -4.638
42 C -1.705 0.700 -5.922
43 C -1.805 -0.645 -6.245
44 C -1.525 -1.608 -5.284
45 C -1.150 -1.217 -4.007
46 H 1.963 0.567 -1.717
47 H 1.233 -0.983 -1.958
48 H -1.525 -1.379 -1.008
49 H -2.746 -0.119 -0.903
50 H -2.352 1.645 0.298
51 H -0.944 1.881 1.274
52 H -3.065 2.228 2.494
53 H -2.250 0.883 3.245
54 H -4.546 0.757 1.258
55 H -4.574 0.227 2.923
56 H -3.888 -1.352 0.610
57 H -3.836 -1.880 2.268
58 H -1.662 -2.165 1.120
59 H -1.532 -1.142 2.534
60 H 1.433 2.827 -1.571
61 H 1.207 5.271 -1.375
62 H -1.028 6.322 -1.481
63 H -3.037 4.914 -1.807
64 H -2.821 2.478 -1.984
65 H -1.264 2.142 -4.407
66 H -1.918 1.452 -6.672
67 H -2.096 -0.944 -7.244
68 H -1.599 -2.660 -5.533
69 H -0.921 -1.990 -3.276
70 C -0.296 -3.894 -0.445
71 P 1.037 -2.881 0.287
72 C 2.381 -3.235 -0.905
73 C 1.464 -3.931 1.727
74 H 0.116 -4.868 -0.717
75 H -0.699 -3.424 -1.342
76 H -1.110 -4.051 0.262
77 H 2.745 -4.255 -0.776
78 H 3.202 -2.527 -0.812
79 H 1.986 -3.128 -1.915
80 H 1.667 -4.957 1.416
81 H 0.626 -3.943 2.427
82 H 2.334 -3.547 2.255

Atoms 1-2, force components in eV/Å:
V 0.47 0.62 0.55
C 0.05 0.04 -0.05

The value obtained for the LUMO energy (spin up / spin down) is -1.95 / -1.95 eV. The highest occupied orbital energy (spin up / spin down) is -10.12 / -10.49 eV. As for the spin multiplicity: 4. Its HOMO-LUMO gap (spin up / spin down) is 8.171 / 8.537 eV. The calculation puts the max |F| at 1.0 eV Å⁻¹. The total charge is +1.